Record 1
C21H17ClN3O4Pt | ωB97M-V with the def2-TZVPD basis set

Atoms and positions in Å:
O  3.132  -1.245  0.760
Cl  -0.716  -0.734  -3.147
H  2.265  -2.490  2.701
C  1.145  1.550  -1.982
C  -2.018  -0.653  -0.392
H  1.014  3.531  -4.735
N  -0.080  1.848  -1.435
H  0.105  4.404  2.373
C  -0.986  -2.804  0.268
O  3.151  0.310  -1.777
H  1.061  -4.864  -1.450
C  0.422  -4.021  -1.243
H  0.516  2.674  2.214
C  -0.905  2.660  -2.098
H  0.728  -3.112  -3.170
H  -0.026  -4.646  0.755
C  -0.552  -1.951  -1.929
C  -1.819  2.113  1.009
C  0.711  3.036  -3.824
H  0.743  -2.833  4.674
H  -2.428  -0.098  -1.228
O  -3.022  1.984  0.945
C  -0.882  -0.375  3.027
H  -2.666  -0.727  0.475
C  2.013  -0.733  0.756
C  0.239  -3.040  -2.208
Pt  -0.340  0.917  0.320
N  1.462  0.084  -0.182
C  0.526  -2.098  3.916
C  -0.012  3.519  1.747
C  1.362  -1.913  2.846
H  -1.472  -2.698  1.229
C  -0.563  3.282  -3.276
N  -0.061  -0.168  1.996
C  1.071  -0.943  1.883
C  2.043  0.575  -1.313
H  -1.259  3.947  -3.762
C  1.541  2.155  -3.178
H  -1.315  -1.415  4.842
H  0.426  3.715  0.759
H  -1.879  2.816  -1.648
C  -0.636  -1.304  4.011
C  -0.187  -3.888  -0.001
H  -1.769  0.249  3.063
H  2.520  1.894  -3.554
C  -1.207  -1.778  -0.684
O  -1.396  3.272  1.648

ΔE to the lowest compared entry with this formula, charge and spin, kJ/mol: 170.2
Net charge: -1
HOMO-LUMO gap (spin up / spin down), eV: 4.3475 / 4.3585
HOMO energy (spin up / spin down), eV: -2.145 / -2.152

---

Record 2
C13H19BrF6NO7S | ωB97M-V with the def2-TZVPD basis set

Atoms and positions in Å:
C  -1.055  -0.489  -2.390
C  -0.043  1.715  6.189
S  -4.058  2.812  -0.754
H  0.376  1.828  7.189
H  -2.666  0.721  -0.456
C  -0.151  2.676  3.268
H  3.183  -5.096  -0.642
C  3.515  -1.941  -0.930
F  -1.500  3.102  1.384
H  1.847  1.218  5.279
C  -3.050  -0.029  -1.149
C  -3.764  0.619  -2.334
O  -0.387  3.742  3.752
H  -3.798  -0.602  -0.600
C  1.035  1.930  5.148
C  -0.426  0.859  -2.028
O  3.105  -1.662  -2.014
H  -0.466  0.715  6.096
F  -1.082  1.031  1.840
F  3.988  0.312  -0.416
H  -0.851  2.435  6.070
H  -0.518  1.078  -0.967
N  -4.751  1.606  -1.795
Br  -5.532  2.495  -3.291
H  1.451  2.936  5.202
C  3.330  -4.245  -1.303
O  -3.762  -1.088  -3.973
H  -0.269  -1.246  -2.367
F  5.044  -1.186  0.729
H  0.635  0.874  -2.270
H  -1.432  -0.475  -3.414
C  -4.510  -0.501  -3.147
H  4.556  -3.687  -2.990
H  -3.092  1.134  -3.021
H  5.366  -4.722  -1.813
C  3.880  -0.888  0.136
H  2.379  -4.021  -1.785
O  -2.041  -0.949  -1.496
F  2.933  -0.844  1.076
C  -0.586  2.267  1.847
O  0.537  1.686  3.822
H  -3.497  3.692  -1.610
H  -0.912  1.661  -2.580
H  4.151  -5.404  -2.911
F  0.479  2.299  1.034
O  3.696  -3.156  -0.432
O  -5.703  -0.682  -2.866
C  4.417  -4.531  -2.316

Net charge: -1
HOMO-LUMO gap, eV: 6.6118
HOMO energy, eV: -4.437

---

Record 3
C12H26BiN6O6 | ωB97M-V with the def2-TZVPD basis set

Atoms and positions in Å:
O  -2.485  -1.190  3.103
C  -1.756  3.881  -3.037
N  1.162  1.272  1.147
C  4.220  0.690  2.463
C  -2.248  -1.203  -0.991
H  3.782  0.099  3.281
H  -4.095  1.835  -1.034
H  -2.846  3.781  -3.182
O  -2.413  3.367  -0.451
C  2.261  0.851  1.123
C  0.429  -2.453  1.572
O  1.400  -1.763  -0.382
H  1.161  -1.122  -1.155
H  -4.874  1.129  -2.195
Bi  -1.210  0.224  0.407
N  0.370  -1.618  0.524
H  0.958  -4.441  1.992
H  3.785  -0.824  -0.447
H  5.257  -0.161  0.325
H  0.341  -2.541  4.532
H  -0.397  -3.980  3.847
H  4.157  1.754  2.740
C  0.263  1.751  -4.115
H  -3.339  -0.422  2.045
H  -1.437  -2.686  4.482
C  -0.528  -2.212  2.607
C  -0.513  -2.892  3.930
O  0.871  -0.103  -2.319
H  4.236  0.871  -0.720
C  -0.315  1.762  -2.756
H  2.077  -3.600  0.850
H  -1.578  -1.476  -1.813
C  1.463  -3.494  1.751
H  -0.173  0.945  -4.718
O  -3.488  0.258  1.289
H  -2.533  -2.096  -0.416
N  -1.448  -1.263  2.326
C  -1.220  2.739  -2.268
H  -4.122  -0.105  0.642
N  -1.635  2.540  -0.975
C  4.233  0.059  0.021
H  -1.575  4.823  -2.499
H  2.080  -3.211  2.618
H  1.344  1.576  -4.066
H  5.264  0.404  2.301
H  0.074  2.692  -4.633
H  -3.123  -0.686  -1.397
N  3.493  0.430  1.226
N  0.021  0.770  -1.882
O  -4.057  1.083  -1.668
H  -1.294  3.956  -4.026

ΔE to the lowest compared entry with this formula, charge and spin, kJ/mol: 9.4
Net charge: +1
HOMO-LUMO gap (spin up / spin down), eV: 3.7264 / 3.7372
HOMO energy (spin up / spin down), eV: -10.351 / -10.338

---

Record 4
C5H15NO2 | ωB97M-V with the def2-TZVPD basis set

Atoms and positions in Å:
H  0.333  -1.421  -2.118
C  1.062  0.329  -1.209
N  0.489  1.768  2.326
O  -1.502  -3.039  0.281
H  0.114  2.139  -0.514
H  -1.431  -2.501  1.060
H  -0.586  -3.351  0.188
H  1.849  1.991  -0.125
C  0.158  -0.639  -1.392
H  3.206  0.889  -1.705
H  2.319  0.421  -3.038
C  0.908  1.455  -0.222
H  1.068  0.012  1.454
H  1.427  1.762  2.726
H  -3.565  -0.143  -0.241
H  2.693  -0.811  -1.842
O  -3.133  -0.238  0.611
H  -2.640  -1.072  0.513
H  0.284  2.713  2.064
C  0.466  0.865  1.148
C  2.376  0.227  -1.965
H  -0.584  0.589  1.047
H  -0.808  -0.557  -0.918

ΔE to the lowest compared entry with this formula, charge and spin, kJ/mol: 155.0
SMILES: C=C(C)CCN.O.O
HOMO-LUMO gap, eV: 9.6319
HOMO energy, eV: -8.967

---

Record 5
C6H13P | ωB97M-V with the def2-TZVPD basis set

Atoms and positions in Å:
H  3.260  1.436  -0.096
H  2.334  1.705  1.379
H  0.902  2.584  -1.134
C  0.189  2.004  -0.568
H  -2.559  -0.066  -1.275
H  -3.260  0.123  1.700
H  -2.502  -1.301  0.837
C  0.820  -2.709  -0.405
H  -0.705  1.780  -1.125
C  2.671  0.949  0.676
C  1.624  -1.558  0.047
C  -2.924  0.364  -0.357
C  -2.895  -0.302  0.779
H  -0.023  2.411  0.409
H  3.276  0.208  1.182
H  -0.021  -2.894  0.262
H  1.463  -3.591  -0.380
H  0.431  -2.599  -1.418
P  1.232  0.089  -0.096
H  -3.315  1.366  -0.415

ΔE to the lowest compared entry with this formula, charge and spin, kJ/mol: 447.7
SMILES: CC#P(C)C.C=C
HOMO-LUMO gap (spin up / spin down), eV: 7.9006 / 7.8979
HOMO energy (spin up / spin down), eV: -7.810 / -7.808